11
Properties=species:S:1:pos:R:3:mulliken_charge:R:1 method="wB97M-V/def2-TZVPD" lumo_ev=0.465 gap_ev=8.65 total_energy_ha=-914.262727
S 0.97 1.82 0.34 -0.15
S 1.89 0.19 -0.73 -0.14
C -0.65 1.10 0.19 -0.50
C 0.77 -1.03 0.06 -0.57
C -0.60 -0.43 -0.31 -0.63
H -0.96 1.02 1.19 0.29
H -1.25 1.78 -0.37 0.41
H 1.03 -2.04 -0.28 0.38
H 0.88 -0.94 1.17 0.29
H -1.30 -1.07 0.15 0.36
H -0.78 -0.40 -1.39 0.27